No. 1
Formula: C3H14NO2
Source: the OMol25 dataset
Level of theory: ωB97M-V/def2-TZVPD

Structure (ORCA input):
```
! wB97M-V def2-TZVPD RIJCOSX def2/J DEFGRID3
* xyz 1 1
O -1.67 2.12 -0.24
O -1.66 2.11 2.66
N 0.68 0.11 -1.60
C 2.08 -1.31 -0.14
C 0.76 -0.64 -0.25
C -0.43 -1.53 -0.17
H 2.20 -2.18 -0.78
H -0.25 -2.48 -0.69
H -1.15 1.34 2.97
H 0.61 0.22 0.39
H -0.56 -1.90 0.85
H -0.16 0.70 -1.63
H 3.00 -0.73 -0.14
H 1.55 0.59 -1.81
H 0.53 -0.53 -2.37
H -1.33 -1.11 -0.59
H -2.57 1.82 2.66
H -1.43 2.49 0.62
H 2.12 -1.83 0.83
H -2.34 2.74 -0.58
*
```

HOMO level = -14.7 eV
HOMO-LUMO gap = 11.5 eV

Atomic partial charges in e from the Löwdin method, atoms 1 to 2: -0.0739, -0.0469

***

No. 2
Formula: C3H14NO3
Source: the OMol25 dataset
Level of theory: ωB97M-V/def2-TZVPD

Structure (ORCA input):
```
! wB97M-V def2-TZVPD RIJCOSX def2/J DEFGRID3
* xyz 0 2
O -1.20 -1.61 -2.48
O -0.23 2.36 -1.29
O -1.71 1.63 1.36
N -0.15 -0.62 0.00
C 2.06 0.25 0.97
C 1.04 -2.08 1.43
C 1.05 -0.81 0.90
H 2.59 0.43 0.01
H -0.48 -1.84 -3.11
H -0.97 2.94 -1.18
H 1.75 1.25 1.25
H -0.59 0.29 0.02
H 2.82 -0.13 1.66
H -0.87 -1.26 0.33
H 0.20 2.72 -2.08
H -1.82 2.44 0.82
H 1.88 -2.61 1.88
H 0.15 -2.67 1.58
H -1.60 2.02 2.26
H -2.03 -1.85 -2.92
H 0.12 -1.11 -0.89
*
```

HOMO level (alpha / beta) = -2.9 / -7.8 eV
HOMO-LUMO gap (alpha / beta) = 3.0 / 7.8 eV

Atomic partial charges in e from the Löwdin method, atoms 1 to 2: -0.1316, -0.0605

***

No. 3
Formula: C3H14NO4
Source: the OMol25 dataset
Level of theory: ωB97M-V/def2-TZVPD

Structure (ORCA input):
```
! wB97M-V def2-TZVPD RIJCOSX def2/J DEFGRID3
* xyz -1 1
O -0.78 -3.05 -2.27
O -1.13 -0.72 -0.07
O 2.31 -0.45 2.44
O -0.50 -0.34 2.53
N 0.16 1.75 0.57
C -1.01 0.33 -1.08
C 0.27 1.09 -0.79
C 0.50 2.01 -1.94
H -0.46 1.21 1.08
H 2.70 0.12 3.09
H 1.42 -0.54 2.61
H -1.92 1.06 -1.04
H -0.12 -3.05 -1.52
H 1.13 0.36 -0.68
H -1.05 -0.12 -2.11
H 0.53 1.47 -2.89
H 1.42 2.60 -1.77
H -0.86 -0.53 0.89
H 1.03 1.62 1.06
H -1.45 -2.44 -1.90
H -0.27 2.82 -2.01
H -0.99 -0.91 3.12
*
```

HOMO level = -4.4 eV
HOMO-LUMO gap = 8.2 eV

Atomic partial charges in e from the Löwdin method, atoms 1 to 2: -0.1185, -0.1655

***

No. 4
Formula: C3H14NO4
Source: the OMol25 dataset
Level of theory: ωB97M-V/def2-TZVPD

Structure (ORCA input):
```
! wB97M-V def2-TZVPD RIJCOSX def2/J DEFGRID3
* xyz -1 1
O 0.01 1.18 0.12
O -3.87 -1.56 0.11
O 2.65 1.50 -0.02
O -0.60 3.68 0.04
N -0.35 -1.27 -0.19
C 2.02 -1.99 -0.69
C 0.67 -2.27 0.04
C -0.42 0.09 0.74
H 0.11 -3.21 -0.28
H -0.34 -0.90 -1.05
H 0.13 -0.11 1.65
H -0.31 2.61 0.09
H 2.32 1.69 -0.92
H 0.18 3.97 -0.37
H 2.50 -1.29 -0.14
H 1.76 1.29 0.34
H -2.85 -1.48 0.00
H 2.69 -2.91 -0.85
H -4.22 -0.57 -0.12
H 1.89 -1.55 -1.70
H -1.56 0.26 0.96
H 0.90 -2.31 1.12
*
```

HOMO level = -4.5 eV
HOMO-LUMO gap = 8.2 eV

Atomic partial charges in e from the Löwdin method, atoms 1 to 2: -0.3018, -0.1960

***

No. 5
Formula: C3H14NO4
Source: the OMol25 dataset
Level of theory: ωB97M-V/def2-TZVPD

Structure (ORCA input):
```
! wB97M-V def2-TZVPD RIJCOSX def2/J DEFGRID3
* xyz 1 1
O -0.42 2.22 -2.82
O 3.27 -0.10 0.07
O -2.32 -1.54 0.64
O 0.12 -2.02 -1.09
N -0.26 0.56 -0.37
C -2.03 -0.93 1.63
C -0.64 -0.38 1.90
C -0.17 0.81 1.10
H 0.01 -1.22 1.60
H -0.71 1.68 1.48
H -2.78 -0.71 2.41
H 0.14 2.94 -3.14
H 0.13 1.37 -0.85
H 0.89 0.98 1.24
H 0.04 -2.61 -1.85
H -0.89 2.03 -3.64
H -0.52 -2.35 -0.45
H 0.26 -0.27 -0.66
H -0.46 -0.34 2.97
H 3.67 -0.07 0.96
H -1.22 0.54 -0.69
H 3.89 -0.61 -0.44
*
```

HOMO level = -14.0 eV
HOMO-LUMO gap = 11.0 eV

Atomic partial charges in e from the Löwdin method, atoms 1 to 2: -0.0492, -0.0655

***

No. 6
Formula: C3H14NO5
Source: the OMol25 dataset
Level of theory: ωB97M-V/def2-TZVPD

Structure (ORCA input):
```
! wB97M-V def2-TZVPD RIJCOSX def2/J DEFGRID3
* xyz -1 1
O 0.12 1.03 -2.92
O -0.56 0.02 1.19
O -1.77 2.27 1.06
O 1.19 0.69 3.24
O -2.20 -1.87 0.60
N 1.17 -1.53 -1.67
C 0.34 -0.51 -1.02
C 0.51 -0.54 0.50
C 0.68 0.84 -1.63
H -0.71 -0.79 -1.13
H 1.74 -2.02 -1.00
H 0.46 0.56 2.57
H 1.51 -0.26 0.89
H 0.66 -1.61 0.77
H 1.89 1.12 2.74
H 0.68 -2.11 -2.33
H 0.32 1.63 -0.95
H 1.76 0.88 -1.71
H -2.97 -1.91 1.17
H -0.84 1.04 -2.86
H -1.64 -1.09 0.92
H -1.29 1.38 0.95
H -1.05 2.76 0.64
*
```

HOMO level = -4.8 eV
HOMO-LUMO gap = 8.5 eV

Atomic partial charges in e from the Löwdin method, atoms 1 to 2: -0.0775, -0.3213

***

No. 7
Formula: C3H14O4S
Source: the OMol25 dataset
Level of theory: ωB97M-V/def2-TZVPD

Structure (ORCA input):
```
! wB97M-V def2-TZVPD RIJCOSX def2/J DEFGRID3
* xyz 0 1
S -0.50 1.94 -0.42
O 0.91 -0.86 -2.11
O -1.85 -0.78 -1.79
O -1.20 -2.35 0.78
O 1.44 -1.12 0.65
C 1.87 0.16 1.16
C 0.77 0.88 1.93
C -0.56 1.02 1.20
H -0.98 0.06 1.02
H 0.58 0.34 2.84
H 0.00 -1.05 -2.26
H -1.26 1.60 1.72
H 1.38 -1.05 -0.38
H -2.78 -0.94 -2.17
H -0.29 -2.01 0.85
H 2.30 0.76 0.35
H 0.38 1.16 -1.06
H 2.72 -0.03 1.84
H -1.84 0.14 -1.40
H -1.46 -2.10 -0.12
H 1.32 -1.34 -2.78
H 1.17 1.89 2.21
*
```

HOMO level = -9.4 eV
HOMO-LUMO gap = 9.7 eV
SMILES = OCCCS.O.O.O

Atomic partial charges in e from the Löwdin method, atoms 1 to 2: 0.7348, -0.0141

***

No. 8
Formula: C3H14O5
Source: the OMol25 dataset
Level of theory: ωB97M-V/def2-TZVPD

Structure (ORCA input):
```
! wB97M-V def2-TZVPD RIJCOSX def2/J DEFGRID3
* xyz 0 1
O 2.25 -1.29 -0.56
O 1.30 -0.08 3.21
O 2.59 1.30 -2.05
O -0.95 -1.68 0.07
O -1.49 -1.20 3.07
C -1.74 0.45 -0.36
C -1.76 1.54 -1.26
C -0.91 -0.56 -0.66
H 1.86 -1.78 -1.31
H -0.22 -0.65 -1.49
H 1.97 -0.69 2.94
H -2.08 2.62 -0.94
H 0.79 0.30 2.38
H 2.14 1.67 -1.28
H -0.74 -1.17 3.58
H -2.50 1.51 -2.16
H -1.35 -1.44 2.14
H -2.48 0.28 0.39
H 3.14 2.00 -2.42
H -1.30 -2.43 -0.52
H -0.80 1.69 -1.86
H 2.26 -0.39 -0.92
*
```

HOMO level = -9.1 eV
HOMO-LUMO gap = 9.4 eV
SMILES = C/C=C/O.O.O.O.O

Atomic partial charges in e from the Löwdin method, atoms 1 to 2: -0.0673, -0.0921

***

No. 9
Formula: C3H14O5
Source: the OMol25 dataset
Level of theory: ωB97M-V/def2-TZVPD

Structure (ORCA input):
```
! wB97M-V def2-TZVPD RIJCOSX def2/J DEFGRID3
* xyz 0 1
O -1.13 0.78 0.57
O -1.65 0.66 -2.47
O 1.90 1.72 1.52
O 1.28 -0.48 -3.07
O 2.38 -0.81 -0.18
C -1.02 -0.34 2.78
C -1.21 -0.39 1.27
C -1.53 -1.51 0.61
H -1.82 -0.96 3.22
H -1.51 -1.59 -0.47
H -2.39 0.20 -2.85
H 0.35 -0.35 -3.31
H -0.34 1.29 0.77
H 2.23 1.04 0.91
H 2.45 2.50 1.39
H -1.86 -2.35 1.22
H -0.03 -0.74 3.03
H 1.63 0.39 -3.25
H -1.13 0.69 3.15
H 1.78 -0.77 -0.94
H 2.33 -1.67 0.24
H -1.74 0.62 -1.52
*
```

HOMO level = -9.0 eV
HOMO-LUMO gap = 9.6 eV
SMILES = C=C(C)O.O.O.O.O

Atomic partial charges in e from the Löwdin method, atoms 1 to 2: 0.0065, -0.0435

***

No. 10
Formula: C3H15N2O2
Source: the OMol25 dataset
Level of theory: ωB97M-V/def2-TZVPD

Structure (ORCA input):
```
! wB97M-V def2-TZVPD RIJCOSX def2/J DEFGRID3
* xyz 1 1
O 0.75 0.41 2.71
O 0.61 -3.13 2.60
N 0.93 -0.35 -1.22
N 0.05 2.24 -1.08
C -1.43 0.36 -1.48
C -1.02 1.39 -0.44
C -0.25 -0.45 -2.06
H -0.57 -1.46 -2.29
H -0.33 -3.15 2.79
H 1.73 -0.82 -1.66
H 0.41 2.93 -0.41
H -0.53 0.98 0.44
H -0.13 0.37 3.09
H -0.36 2.72 -1.89
H -1.88 2.00 -0.21
H 0.83 1.60 -1.32
H 0.03 -0.07 -3.05
H 1.29 -0.25 3.17
H -2.08 -0.37 -1.02
H 0.87 -0.79 -0.31
H 0.77 -3.66 1.81
H -2.02 0.85 -2.26
*
```

HOMO level = -14.0 eV
HOMO-LUMO gap = 10.9 eV

Atomic partial charges in e from the Löwdin method, atoms 1 to 2: -0.0706, -0.0554